ORCA calculation (ωB97M-V/def2-TZVPD) on 7 unconnected molecules or ions with the total composition C19H43N6O9 at a distorted geometry.

Each line ends with the Löwdin charge.
Atoms and positions in Å:
O  1.68857  -0.85117  0.61362  0.035
C  0.68056  0.07351  0.55929  -0.793
O  0.47897  0.81659  1.53246  -0.010
O  -0.07627  0.09474  -0.48032  -0.109
H  1.62394  -1.27414  -0.27262  0.043
C  3.17718  0.11566  -3.42774  0.007
C  3.40523  -0.86105  -4.57111  -0.551
O  3.32382  -0.49630  -5.73424  0.032
N  3.78907  -2.10670  -4.20362  -0.001
C  3.96323  -3.24470  -5.09435  -0.068
H  2.52783  0.92393  -3.76519  0.070
H  4.16983  0.50018  -3.19054  0.088
H  2.60133  -0.19859  -2.55550  0.064
H  3.88217  -2.18078  -3.20350  0.100
H  2.98373  -3.59868  -5.42022  0.081
H  4.31751  -4.10037  -4.51922  0.072
H  4.63920  -2.92821  -5.87984  0.081
C  -1.22496  -0.60418  6.64173  -0.011
C  -0.74602  -0.57806  5.21131  -0.550
O  -0.03490  0.32336  4.80317  0.070
N  -1.21278  -1.57710  4.39935  -0.009
C  -0.89070  -1.87184  3.01930  -0.082
H  -2.17598  -1.13621  6.71673  0.066
H  -1.28095  0.40274  7.04118  0.080
H  -0.47179  -1.13084  7.23461  0.078
H  -1.95107  -2.15320  4.77238  0.112
H  -1.59036  -1.68182  2.21147  0.083
H  -0.48446  -2.89273  3.05783  0.078
H  0.05903  -1.38949  2.76210  0.075
C  0.22855  2.83962  -2.72477  0.001
C  -0.31864  1.80171  -3.68218  -0.564
O  -0.77522  2.16044  -4.77122  -0.008
N  -0.24878  0.49757  -3.35237  0.008
C  -0.76757  -0.65139  -4.06652  -0.068
H  1.09596  3.28844  -3.20306  0.083
H  0.58969  2.34041  -1.81976  0.072
H  -0.59487  3.47649  -2.42483  0.059
H  0.11016  0.19998  -2.44982  0.073
H  -1.65919  -0.38010  -4.63772  0.077
H  -0.97242  -1.37892  -3.28393  0.080
H  -0.06691  -1.02288  -4.82238  0.075
C  -2.66476  1.28268  2.72144  0.008
C  -2.61745  2.36348  3.74848  -0.546
O  -1.57771  2.76539  4.23896  0.063
N  -3.78372  2.88727  4.23190  -0.019
C  -3.83885  3.92947  5.21324  -0.109
H  -3.35208  0.48970  3.02239  0.080
H  -1.67082  0.86878  2.55133  0.065
H  -2.97321  1.79601  1.80636  0.069
H  -4.63790  2.59792  3.78545  0.118
H  -3.19610  4.76525  4.92734  0.084
H  -3.61863  3.61056  6.23097  0.077
H  -4.82788  4.39694  5.20712  0.074
C  -2.21291  5.13317  0.51327  -0.013
C  -1.38950  3.85307  0.70568  -0.567
O  -0.50530  3.90209  1.54300  0.048
N  -1.58303  2.81494  -0.13302  0.013
C  -2.67474  2.53695  -1.06601  -0.085
H  -1.80298  5.48238  -0.45090  0.077
H  -1.86002  5.94855  1.13867  0.070
H  -3.29723  5.06729  0.44688  0.064
H  -0.99181  2.00181  0.08150  0.100
H  -2.39962  1.62760  -1.59987  0.078
H  -2.79720  3.31841  -1.81512  0.076
H  -3.63058  2.31687  -0.58441  0.069
C  3.71896  -3.70614  -0.42786  0.020
C  2.48263  -3.59589  -1.28019  -0.531
O  2.04397  -2.48114  -1.57151  -0.001
N  1.84912  -4.67964  -1.75243  0.023
C  2.15652  -6.05994  -1.43210  -0.082
H  3.41299  -3.54543  0.60704  0.101
H  4.36789  -2.87985  -0.70980  0.090
H  4.27351  -4.63817  -0.51906  0.067
H  1.04147  -4.42900  -2.30403  0.148
H  3.18746  -6.32557  -1.68694  0.078
H  1.64747  -6.80936  -2.03661  0.081
H  1.93028  -6.17240  -0.37116  0.091

The value obtained for the maximum force is 2.87 eV/Å. The energy above the lowest of the compared OMol25 structures with the same formula, charge and spin is 95.4 kJ/mol. The HOMO-LUMO gap comes out at 6.80 eV. As for the total charge: -1.